(A)
ORCA calculation (ωB97M-V/def2-TZVPD) on the molecule C6H9N5O2.

LUMO energy, eV: -0.7
E_HOMO, Eh: -0.352
SMILES string: Nc1nnc(CCCC(=O)O)nn1

The geometry in ORCA input format:
```
! wB97M-V def2-TZVPD RIJCOSX def2/J DEFGRID3
* xyz 0 1
H -0.77355 0.76924 1.95171
H -1.02451 -0.38427 0.59794
N 3.91235 -2.57200 -0.24343
C -2.91008 0.59928 -0.74510
H 3.81941 -3.07730 0.63545
O -2.22857 0.53200 -1.68957
H 0.59320 2.16016 0.65400
C 1.26295 0.24398 -0.02732
C 2.96374 -1.53706 -0.17952
C 0.18264 1.30938 0.09895
O -4.18084 0.06178 -0.80012
H 3.65872 -3.20576 -0.99593
N 2.15143 0.20690 0.95612
C -1.00106 0.67419 0.88644
N 3.06330 -0.74447 0.87593
H -2.42076 2.34609 0.45469
N 1.19125 -0.52712 -1.10368
H -4.80391 0.72521 -1.12822
H -0.09994 1.66975 -0.89187
H -3.06499 0.97554 1.35118
C -2.38940 1.25425 0.52930
N 2.09859 -1.47977 -1.18694
*
```

=====

(B)
ORCA calculation (ωB97M-V/def2-TZVPD) on the molecule C6H9N5O2.

LUMO energy, eV: -0.2
E_HOMO, Eh: -0.307
SMILES string: CCNc1nc(N)[nH]c(=O)c1N=O

The geometry in ORCA input format:
```
! wB97M-V def2-TZVPD RIJCOSX def2/J DEFGRID3
* xyz 0 1
C -0.25721 0.18388 0.24188
H 0.44733 1.98019 -0.18274
H 3.29444 1.29029 -2.12409
N 0.10160 -0.98080 0.81654
C 2.07168 0.66892 -0.47380
H 0.51497 -3.05651 1.77502
H -1.08208 -3.72880 1.57913
N -0.50244 -2.92213 1.72334
O -3.73152 -0.18189 0.19989
H 1.61199 1.83492 -2.23345
C -0.86743 -1.79560 1.10279
C -1.54068 0.59177 -0.10332
H -2.90026 -2.11215 1.21223
H 1.96571 -0.34299 -0.94654
N 0.77134 1.07804 0.11576
H 2.77873 0.56516 0.33106
H 2.66859 2.61749 -1.10176
N -1.93324 1.85125 -0.57031
C 2.44117 1.67320 -1.55578
O -1.12586 2.74871 -0.87291
C -2.54589 -0.40550 0.21203
N -2.18093 -1.55744 0.85503
*
```

=====

Stability ranking, top entry: (B); the second entry is 13.7 kcal/mol less favorable.

=====

(A)
ORCA calculation (ωB97M-V/def2-TZVPD) on the molecule C5H8O2.

LUMO energy, eV: 0.9
E_HOMO, Eh: -0.352
SMILES string: O=CCC1(O)CC1

The geometry in ORCA input format:
```
! wB97M-V def2-TZVPD RIJCOSX def2/J DEFGRID3
* xyz 0 1
C -1.61692 -0.48930 0.10367
C 0.82598 -0.43850 0.68814
H -0.87745 1.67285 0.38771
C -0.22504 -0.29201 -0.38950
H -2.25684 -0.96281 -0.63694
H 0.19112 -0.18683 -2.26731
H -1.82782 1.16229 -1.09437
C 2.05207 0.42597 0.55392
H 0.39218 -0.23535 1.68024
O 2.13983 1.38265 -0.17748
C -1.14063 0.88767 -0.31662
H 2.89898 0.13743 1.21632
H 1.13159 -1.49249 0.71189
O 0.16057 -0.88040 -1.59942
H -1.84762 -0.69116 1.13973
*
```

=====

(B)
ORCA calculation (ωB97M-V/def2-TZVPD) on a cluster of 3 separate species, C5H8O2 in total.

LUMO energy (alpha / beta), eV: -1.0 / -0.2
E_HOMO (alpha / beta), Eh: -0.307 / -0.338

The geometry in ORCA input format:
```
! wB97M-V def2-TZVPD RIJCOSX def2/J DEFGRID3
* xyz 0 1
C 1.86486 -0.88896 0.35282
H 0.33897 2.15382 0.40465
H 1.40157 1.33230 -0.80872
H 2.21185 -0.16686 1.07989
C -0.29345 -1.00686 -0.70920
H -3.90055 0.20815 1.55868
C -2.03282 0.44509 0.27857
H -0.52161 -1.83238 -0.03401
H 2.37180 -0.85709 -0.60432
O 0.01516 0.15122 0.23528
O -0.23997 -1.01119 -1.90065
C -2.99753 0.23957 0.99530
H 1.66925 -1.87685 0.74896
C 0.39953 1.42787 -0.39943
H -0.28707 1.68218 -1.19782
*
```

=====

(C)
ORCA calculation (ωB97M-V/def2-TZVPD) on the molecule C5H8O2.

LUMO energy, eV: 0.8
E_HOMO, Eh: -0.307

The geometry in ORCA input format:
```
! wB97M-V def2-TZVPD RIJCOSX def2/J DEFGRID3
* xyz 0 1
H -2.53386 0.36080 0.57740
H 1.99794 0.30313 -2.07044
O -0.03580 1.30655 1.14477
C -1.71392 -0.21698 0.14208
O 1.25174 0.77961 -1.68213
H 0.96404 1.29878 2.71813
C 0.67365 0.55536 1.93903
H -2.05573 -0.64501 -0.80795
C 0.63868 -0.04824 -0.78445
H 1.94514 -1.70834 -0.94191
H -1.46093 -1.03712 0.82060
C 1.05660 -1.27627 -0.48552
C -0.50737 0.66645 -0.11234
H -0.78738 1.51886 -0.74195
H 0.56719 -1.85757 0.28467
*
```

=====

Stability ranking, top entry: (A); the second entry is 50.5 kcal/mol less favorable.

=====

(A)
ORCA calculation (ωB97M-V/def2-TZVPD) on a structure of composition C5H8O2.

LUMO energy, eV: 0.7
E_HOMO, Eh: -0.344

The geometry in ORCA input format:
```
! wB97M-V def2-TZVPD RIJCOSX def2/J DEFGRID3
* xyz 0 1
H -0.88935 1.63620 -0.22914
H -2.72063 0.10039 0.50349
C 1.26217 -0.95665 0.36357
C 0.77750 0.28607 -0.35770
O 1.40330 0.86758 -1.43421
H 2.31742 -1.21184 0.27760
H 1.20053 0.31958 -2.20487
C -0.68207 0.60515 0.08684
H -1.71810 -1.31353 0.17607
H -2.23452 -0.24893 -1.16351
H 0.52996 -1.64774 0.01060
H 1.88321 0.87249 1.52838
O -0.27521 0.61262 1.48298
C -1.90007 -0.27526 -0.12125
C 1.04586 0.35387 1.08114
*
```

=====

(B)
ORCA calculation (ωB97M-V/def2-TZVPD) on the molecule C5H8O2.

LUMO energy, eV: 0.9
E_HOMO, Eh: -0.361
SMILES string: C[C@@]1(O)CCC1=O

The geometry in ORCA input format:
```
! wB97M-V def2-TZVPD RIJCOSX def2/J DEFGRID3
* xyz 0 1
O -0.99100 1.59764 -0.45243
H 0.15533 -0.34906 1.87937
H -1.24533 -1.64483 0.32181
H 2.63636 -0.23366 0.23736
H -0.60510 1.84968 -1.30246
C 0.54277 0.21742 1.03085
H 0.87631 1.20591 1.34633
H 1.50758 -1.60208 0.21052
C 1.58643 -0.51290 0.14242
O 1.15003 0.64386 -2.03688
C -0.44645 0.34006 -0.16612
H -2.16831 -0.77309 -0.93449
C -1.58299 -0.66131 -0.01898
H -2.22930 -0.22535 0.75252
C 0.81514 0.08875 -1.01893
*
```

=====

(C)
ORCA calculation (ωB97M-V/def2-TZVPD) on the molecule C5H8O2.

LUMO energy, eV: 0.8
E_HOMO, Eh: -0.352
SMILES string: O=C1CC[C@@H]1CO

The geometry in ORCA input format:
```
! wB97M-V def2-TZVPD RIJCOSX def2/J DEFGRID3
* xyz 0 1
C -0.21095 -0.90437 -1.74148
H -0.06669 0.92597 3.17720
H -1.50456 -1.05704 0.02983
H -1.22226 1.21876 1.15331
H -0.05362 -2.07825 0.19667
H -1.02013 -1.08860 -2.45198
O -0.02217 1.60161 -1.92380
C 0.32040 0.15134 0.10210
H 0.36599 2.01672 1.16161
H 1.38913 -0.06564 0.23228
O 0.18931 0.36727 2.43443
C 0.07662 0.54687 -1.35574
C -0.44510 -1.15411 -0.22967
C -0.13773 1.04106 1.23215
H 0.70262 -1.39484 -2.09707
*
```

=====

Stability ranking, top entry: (B); the second entry is 2.6 kcal/mol less favorable.

=====

(A)
ORCA calculation (ωB97M-V/def2-TZVPD) on a structure of composition C5H8O2.

LUMO energy, eV: 0.8
E_HOMO, Eh: -0.339

The geometry in ORCA input format:
```
! wB97M-V def2-TZVPD RIJCOSX def2/J DEFGRID3
* xyz 0 1
H 1.62258 -1.35639 -0.45961
C 0.25639 -0.32073 0.86872
H 2.11368 -1.41334 1.25166
H 2.29099 0.09199 0.31921
H -1.46903 -1.65060 -1.18967
H -1.77390 1.85914 0.59103
H -0.15349 -0.89889 1.70562
H -1.23622 1.18138 -1.87270
C -0.81567 -0.15832 -0.20083
C 1.65305 -0.78457 0.48099
O -1.78667 -1.10364 -0.46178
C -0.47785 0.99321 -1.11538
O 0.16135 1.09458 1.19509
C -0.93113 1.24357 0.29480
H 0.54591 1.22261 -1.40717
*
```

=====

(B)
ORCA calculation (ωB97M-V/def2-TZVPD) on a structure of composition C5H8O2.

LUMO energy (alpha / beta), eV: 1.1 / 0.6
E_HOMO (alpha / beta), Eh: -0.266 / -0.240

The geometry in ORCA input format:
```
! wB97M-V def2-TZVPD RIJCOSX def2/J DEFGRID3
* xyz 0 1
C -0.94054 0.66652 0.96112
C -0.22423 -0.62859 1.26639
H 1.96810 -1.10123 0.97970
H -0.03120 -1.03949 -2.48126
H 1.20643 1.09457 -0.58414
H -0.91142 -1.49170 1.12419
H 0.03855 -0.61316 2.33188
H 0.19418 2.28029 -1.56393
C 0.21154 1.33762 -0.98543
C -0.06156 -0.58314 -1.47694
C 1.05283 -0.73423 0.52996
O 0.93055 -1.15651 -0.76111
H -1.06193 -0.63645 -1.02353
H -1.70306 1.04538 1.63914
O -0.66823 1.56012 0.04397
*
```

=====

(C)
ORCA calculation (ωB97M-V/def2-TZVPD) on a structure of composition C5H8O2.

LUMO energy, eV: 0.9
E_HOMO, Eh: -0.348

The geometry in ORCA input format:
```
! wB97M-V def2-TZVPD RIJCOSX def2/J DEFGRID3
* xyz 0 1
H 0.21737 -0.14627 -2.02766
C 0.14796 -0.38873 1.08604
H -0.59374 1.97781 -0.52375
C 1.18266 -0.83917 0.08191
H 0.05326 -0.76674 2.07482
H -2.23336 0.47182 0.96210
C -0.95229 -0.51241 -0.00109
H 1.25663 -1.80432 -0.38140
C 0.24508 -0.08307 -0.84326
H 2.24251 -0.50368 0.09660
O 0.30998 1.01669 1.03480
H -1.09518 -1.49098 -0.41427
O -2.22246 -0.01631 0.03426
C 0.22636 1.37108 -0.40354
H 1.21522 1.71428 -0.77556
*
```

=====

(D)
ORCA calculation (ωB97M-V/def2-TZVPD) on the molecule C5H8O2.

LUMO energy, eV: 0.9
E_HOMO, Eh: -0.374
SMILES string: O[C@H]1C[C@]2(CO2)C1

The geometry in ORCA input format:
```
! wB97M-V def2-TZVPD RIJCOSX def2/J DEFGRID3
* xyz 0 1
C -0.73516 -1.87183 0.70343
H -0.86303 -0.29362 -1.71426
H -0.55928 2.02192 -0.96150
H 0.64918 0.93015 1.57180
H 2.08317 1.27048 -0.38786
H -1.09088 1.16307 1.31985
H -1.54703 -1.60908 1.36231
H -0.82621 -2.73075 0.03543
C -0.17184 0.78398 0.85785
O 0.62080 -1.57874 1.02428
C -0.12096 -0.63180 0.28044
O 1.42961 1.90291 -0.71685
C 0.16784 1.30904 -0.56740
H 0.90885 -0.53335 -1.67554
C 0.05493 -0.13238 -1.13196
*
```

=====

Stability ranking, top entry: (A); the second entry is 3.0 kcal/mol less favorable.

=====

(A)
ORCA calculation (ωB97M-V/def2-TZVPD) on a structure of composition C5H8O2.

LUMO energy, eV: 0.3
E_HOMO, Eh: -0.297

The geometry in ORCA input format:
```
! wB97M-V def2-TZVPD RIJCOSX def2/J DEFGRID3
* xyz 0 1
C -0.58915 1.24180 0.15889
C -0.58224 -1.03088 -0.02939
H -2.38231 0.07678 -0.31116
H 1.72123 -1.28146 0.74413
H 0.42016 -1.09399 -0.78300
H 2.70846 -0.18749 -0.94566
O 2.08131 0.38271 -0.47822
H 0.06035 1.89643 -0.42671
C 1.29891 -0.36605 0.32766
H -1.23812 1.86372 0.77784
O -0.97621 -2.12608 0.37244
H 0.00414 0.02847 2.02569
H -1.33853 0.23572 -1.74371
C -1.34928 0.17804 -0.65133
C 0.16129 0.18229 0.96253
*
```

=====

(B)
ORCA calculation (ωB97M-V/def2-TZVPD) on the molecule C5H8O2.

LUMO energy, eV: 0.9
E_HOMO, Eh: -0.370
SMILES string: C#CCOCCO

The geometry in ORCA input format:
```
! wB97M-V def2-TZVPD RIJCOSX def2/J DEFGRID3
* xyz 0 1
H 1.55274 -0.96198 -0.57270
H 4.12851 0.84582 1.07179
C 2.32888 0.85643 -0.27387
H -2.89736 -0.99998 0.53404
H -1.90431 -0.06353 1.67699
H -1.79164 1.50128 -0.08891
H 1.00515 0.14777 -1.85405
C 1.21073 0.06245 -0.77734
C -2.11091 -0.24259 0.61018
O 0.06848 0.32993 -0.00484
O -2.56864 0.92550 -0.02819
H -1.04849 -1.01136 -1.10638
H -0.43348 -1.62486 0.45937
C 3.30819 0.97838 0.41132
C -0.84786 -0.74325 -0.05743
*
```

=====

(C)
ORCA calculation (ωB97M-V/def2-TZVPD) on the molecule C5H8O2.

LUMO energy, eV: 0.7
E_HOMO, Eh: -0.352
SMILES string: CC(=O)CCC=O

The geometry in ORCA input format:
```
! wB97M-V def2-TZVPD RIJCOSX def2/J DEFGRID3
* xyz 0 1
H 1.13109 1.73642 -1.22755
C -2.05152 -0.78259 0.39128
O 2.20238 0.40243 -2.29921
H -2.76956 -0.86110 -0.42673
H -1.59330 -1.75668 0.59048
H -2.58442 -0.47649 1.30029
H 0.47239 1.25167 1.22033
O -1.21207 1.10790 -0.78846
H 1.39357 -1.19321 -0.42711
C 0.30011 0.24126 0.83182
C 1.60517 0.73984 -1.30541
C 1.46638 -0.15445 -0.08522
H 2.40922 -0.08108 0.47456
C -1.01597 0.26554 0.06326
H 0.24653 -0.43945 1.68766
*
```

=====

(D)
ORCA calculation (ωB97M-V/def2-TZVPD) on a cluster of 2 separate species, C5H8O2 in total.

LUMO energy, eV: 0.6
E_HOMO, Eh: -0.353

The geometry in ORCA input format:
```
! wB97M-V def2-TZVPD RIJCOSX def2/J DEFGRID3
* xyz 0 1
H -1.24474 0.49171 -2.29144
C 0.50744 2.28595 -0.93672
H -0.65258 1.15995 0.59581
H 2.67539 -0.40211 1.78234
O -0.74886 2.59621 -0.98227
H 2.08480 -1.09002 0.17175
H 0.42221 -0.69388 2.74070
H -0.18800 -1.36571 1.12741
C 1.85641 -0.81829 1.20040
C -0.47037 1.25970 -0.46866
C 0.64258 -0.97500 1.71296
H -2.10882 -1.39820 -1.16181
H -0.00399 -0.52996 -1.52652
O -1.88668 -0.62069 -0.63606
C -0.88479 0.10035 -1.32790
*
```

=====

Stability ranking, top entry: (C); the second entry is 62.0 kcal/mol less favorable.

=====

(A)
ORCA calculation (ωB97M-V/def2-TZVPD) on the molecule C5H8O2.

LUMO energy, eV: 1.0
E_HOMO, Eh: -0.348
SMILES string: O[C@H]1CC2(CC2)O1

The geometry in ORCA input format:
```
! wB97M-V def2-TZVPD RIJCOSX def2/J DEFGRID3
* xyz 0 1
C -0.96066 -1.21016 -0.52506
H -2.32721 -0.33152 1.03208
C -1.39564 -0.86944 0.89153
H -0.40629 1.99962 0.65354
H -1.12385 -1.56207 1.68165
H 2.54664 0.77920 0.85747
C 1.65642 0.63302 0.19345
O 2.19628 0.57307 -1.07496
H -0.42758 1.56785 -1.04346
C -0.25939 -0.16770 0.26992
O 1.03117 -0.49326 0.73230
C 0.02053 1.27745 -0.05186
H 1.44776 0.86372 -1.60094
H -1.60364 -0.93221 -1.35499
H -0.39454 -2.12758 -0.66067
*
```

=====

(B)
ORCA calculation (ωB97M-V/def2-TZVPD) on a cluster of 2 separate species, C5H8O2 in total.

LUMO energy, eV: 0.9
E_HOMO, Eh: -0.342

The geometry in ORCA input format:
```
! wB97M-V def2-TZVPD RIJCOSX def2/J DEFGRID3
* xyz 0 1
H -0.12516 0.57131 -1.60101
C -0.43111 0.43334 -0.56320
O 2.73606 0.45292 0.66303
O -2.12886 -2.43810 -0.81048
H -2.54721 0.91056 -0.96694
H 0.14931 0.02474 1.40491
H 1.92092 -1.44629 0.37882
C -1.36378 -2.09302 -0.03987
H -2.09647 1.02250 0.76233
H 1.93846 -0.41531 -1.07068
C 1.81124 -0.40750 0.02448
H -1.39410 2.14576 -0.42386
C -1.72423 1.14206 -0.27346
C 0.44677 0.07648 0.35691
H 3.60334 0.04573 0.59598
*
```

=====

(C)
ORCA calculation (ωB97M-V/def2-TZVPD) on a structure of composition C5H8O2.

LUMO energy, eV: 1.0
E_HOMO, Eh: -0.335

The geometry in ORCA input format:
```
! wB97M-V def2-TZVPD RIJCOSX def2/J DEFGRID3
* xyz 0 1
O -0.96723 -1.70214 -0.44822
C 1.65614 -0.59310 0.32976
H 0.31725 0.64802 1.54341
H -1.59647 -0.82983 1.25430
H -1.86838 1.52025 0.22402
O -0.87863 0.72671 -1.58762
H 1.86867 -1.33634 1.09736
C -1.29328 0.75956 -0.26607
C 0.38838 0.13512 0.56342
C 0.08013 1.21765 -0.64558
H -0.89865 -1.37124 -1.35674
H 1.55955 -1.07462 -0.64453
H 0.17069 2.30573 -0.72989
C -0.97163 -0.57698 0.38787
H 2.43343 0.17121 0.27853
*
```

=====

(D)
ORCA calculation (ωB97M-V/def2-TZVPD) on the molecule C5H8O2.

LUMO energy, eV: 0.7
E_HOMO, Eh: -0.332
SMILES string: C=C1[C@@H](O)[C@@]1(C)O

The geometry in ORCA input format:
```
! wB97M-V def2-TZVPD RIJCOSX def2/J DEFGRID3
* xyz 0 1
H 3.00079 0.20513 0.22729
C 2.03766 0.67354 0.44397
H -1.91802 -1.72390 0.27470
O -0.68181 -0.32251 -1.67266
C -0.47328 0.96337 0.38048
H -0.30984 -2.49642 0.10800
H 1.81795 1.60525 0.94456
H -0.88420 1.03370 1.38748
H 0.12980 -0.49211 -2.16477
C 0.81962 0.28498 0.15736
O -0.77572 2.07887 -0.39849
H -0.66124 -1.47425 1.51510
C -0.37883 -0.39237 -0.30236
C -0.84677 -1.60484 0.44233
H -0.89085 1.72730 -1.29635
*
```

=====

Stability ranking, top entry: (B); the second entry is 28.7 kcal/mol less favorable.